Computed, not measured: a cluster of 2 separate species, C13H19FO in total in a non-equilibrium geometry, with ωB97M-V with the def2-TZVPD basis set.

The geometry in XYZ format:
```
34
Properties=species:S:1:pos:R:3:forces:R:3
C 3.2493 -0.8228 1.7605 -1.207 0.432 -1.067
C 2.0929 -0.4076 1.5713 -0.351 0.369 0.781
C -2.0474 -0.3684 -0.4388 1.197 -0.337 -0.752
C 4.3888 -1.5310 1.0709 -1.043 0.876 2.913
C 4.4605 -0.9126 -0.3031 0.609 3.096 0.203
C 3.1440 -0.5211 -1.0248 -0.704 0.094 -0.084
C 2.5419 0.8998 -0.6906 0.101 -1.120 0.841
C 1.0834 0.9295 -0.2321 -1.406 0.057 -0.826
C 0.9858 0.3084 1.0874 0.417 -1.152 2.053
C -3.5139 1.5960 -0.7393 1.499 -0.108 1.044
C -3.4551 0.3357 1.4243 0.990 -2.074 -0.470
C -4.3967 -0.8810 -0.5739 -2.570 2.434 0.093
C -3.4021 0.1715 -0.0895 -0.285 0.387 0.414
O -1.6390 -0.8291 -1.4525 -0.384 0.219 0.441
F -0.1679 0.4775 1.8547 1.480 -0.285 -1.065
H 5.2746 -1.4778 1.7792 -0.552 -0.020 -1.513
H 4.0320 -2.5360 1.0889 0.169 -1.159 -0.411
H 4.9657 0.1347 -0.1312 -0.297 -2.045 -0.623
H 5.0527 -1.5565 -0.9141 0.634 -0.129 -0.658
H 3.2628 -0.5967 -2.1034 0.584 0.283 -0.162
H 2.3631 -1.2589 -0.8967 -0.228 -0.395 0.564
H 3.0723 1.2921 0.1780 0.395 0.310 -0.400
H 2.6375 1.5437 -1.5265 0.312 0.701 -0.788
H 0.6815 1.9546 -0.1380 0.398 -0.038 -0.157
H 0.3567 0.4419 -0.9446 0.865 0.221 0.473
H -2.4836 1.8228 -1.1176 -0.937 0.501 0.425
H -4.1769 1.7103 -1.5528 -0.752 -0.468 -1.082
H -3.8734 2.3326 0.0172 0.658 -0.478 -0.427
H -4.4015 0.7092 1.6146 -2.044 0.787 0.760
H -2.7231 1.0858 1.7301 0.170 -0.615 0.420
H -3.4150 -0.7284 1.8645 0.493 1.917 -0.109
H -4.6590 -1.6502 0.1457 -0.181 0.290 0.404
H -3.9603 -1.3882 -1.3610 0.518 -0.960 -2.031
H -5.3308 -0.2801 -0.9569 1.449 -1.590 0.795
```
Forces are in eV/Å.

**HOMO energy (spin up / spin down)**: -7.2 / -7.6 eV
**E_LUMO (spin up / spin down)**: 0.0157 / 0.0045 Ha
**Orbital gap (spin up / spin down)**: 0.2795 / 0.2820 Ha
**Spin multiplicity**: 1
**Largest force on an atom**: 3.5 eV/A
**Energy above the lowest of the compared OMol25 structures with the same formula, charge and spin**: 55.2 kcal/mol